{"formula": "C26H41BrN6P2V", "method": "wB97M-V/def2-TZVPD", "e_above_lowest_ev": 0.000, "fmax_ha_per_bohr": 0.08737, "e_lumo_ha": [-0.2452, -0.3242], "mol_weight_g_mol": 630.452, "multiplicity": 4, "total_charge": 2, "energy_ha": -5543.78337, "symbols": ["C", "C", "C", "C", "N", "C", "C", "C", "C", "C", "C", "C", "C", "C", "V", "P", "H", "H", "H", "H", "H", "H", "H", "H", "C", "C", "H", "H", "H", "H", "H", "C", "C", "H", "H", "H", "H", "H", "C", "C", "H", "H", "H", "H", "H", "Br", "P", "C", "C", "H", "H", "H", "H", "H", "C", "C", "H", "H", "H", "H", "H", "C", "C", "H", "H", "H", "H", "H", "N", "N", "N", "C", "N", "N", "H", "H", "H"], "positions_angstrom": [[4.888291, -5.717149, -2.456052], [4.859189, -4.529911, -1.709362], [6.083770, -3.952127, -1.319953], [7.275570, -4.588201, -1.686439], [7.273487, -5.713525, -2.394465], [6.131970, -6.279274, -2.775480], [3.610402, -3.926556, -1.322801], [2.693065, -3.340830, -0.771280], [1.621607, -2.605548, -0.258868], [0.817210, -2.015982, -1.230759], [-0.275683, -1.285141, -0.763110], [-0.535499, -1.200293, 0.655376], [0.275770, -1.794625, 1.608203], [1.401303, -2.464458, 1.131346], [-2.098886, -0.666044, -0.314590], [-2.134651, 1.383213, -1.485240], [6.105241, -3.035637, -0.733338], [3.967200, -6.202316, -2.771279], [8.238839, -4.162472, -1.391382], [6.183437, -7.207160, -3.352281], [2.134259, -2.904826, 1.812520], [0.999451, -2.148141, -2.306166], [0.046711, -1.780927, 2.680917], [-0.921921, -0.742177, -1.550520], [-3.384969, 2.466668, -0.701190], [-3.205528, 3.970754, -0.921257], [-3.371009, 2.222191, 0.376322], [-4.358949, 2.126295, -1.091523], [-4.089103, 4.492556, -0.536616], [-2.339034, 4.367316, -0.376864], [-3.107058, 4.239089, -1.981054], [-0.531822, 2.265565, -1.372944], [0.525561, 1.780882, -2.357156], [-0.177068, 2.154020, -0.334405], [-0.746543, 3.337183, -1.504037], [1.484510, 2.247571, -2.101699], [0.667611, 0.692107, -2.306641], [0.276202, 2.058185, -3.390125], [-2.548991, 1.302169, -3.263170], [-2.719901, 2.646952, -3.962790], [-3.477980, 0.712324, -3.322414], [-1.760767, 0.703654, -3.745679], [-2.814172, 2.475929, -5.039921], [-3.634995, 3.153556, -3.641135], [-1.867353, 3.322931, -3.817707], [-2.672877, 0.022508, 1.974550], [0.781693, 2.343333, 3.544816], [0.253775, 3.165305, 1.985332], [0.285031, 4.694563, 2.094016], [-0.754219, 2.802091, 1.724588], [0.959639, 2.835433, 1.207675], [0.300922, 5.147351, 1.096040], [-0.597950, 5.081461, 2.618213], [1.177628, 5.038321, 2.631962], [-0.758661, 1.608018, 4.220776], [-0.747112, 1.438771, 5.739972], [-0.858884, 0.630191, 3.728775], [-1.611851, 2.223598, 3.899411], [-1.722186, 1.074632, 6.078975], [0.005839, 0.707253, 6.044380], [-0.545544, 2.380210, 6.262653], [1.782510, 0.895726, 2.979480], [3.286762, 1.116762, 3.184134], [1.551645, 0.717005, 1.917828], [1.446942, 0.013210, 3.547848], [3.831167, 0.190578, 2.976010], [3.673339, 1.885399, 2.502145], [3.514927, 1.416361, 4.213410], [-5.300569, -2.730774, 0.567209], [-4.391756, -2.867822, -0.471105], [-4.922449, -3.016456, -1.747617], [-4.019443, -2.386947, -2.491152], [-3.080534, -1.712002, -1.818952], [-3.391416, -1.984916, -0.466991], [-4.822584, -2.759097, 1.457103], [-6.033848, -3.416193, 0.465071], [-4.078710, -2.411658, -3.569548]], "forces_ev_per_angstrom": [[0.246, 0.003, 0.011], [0.414, -0.389, -0.367], [-0.057, -0.157, -0.035], [-0.981, 0.134, 0.017], [0.570, -0.352, -0.183], [-0.523, 0.623, 0.358], [-0.596, 0.861, 1.228], [2.323, -1.561, -0.981], [-0.303, 0.394, -0.450], [-0.798, 0.467, -0.091], [2.466, -1.139, 1.273], [-0.213, -0.079, -3.379], [0.758, -0.377, -0.200], [-0.294, 0.228, 0.249], [-0.459, 1.763, 3.895], [-0.542, 1.501, -0.310], [-0.044, -0.197, -0.145], [0.177, 0.132, 0.068], [-0.274, -0.241, -0.164], [0.103, 0.331, 0.207], [-0.361, -0.032, -0.222], [0.170, -0.005, 0.628], [-0.001, 0.102, -0.488], [1.553, -0.683, -0.032], [-0.041, 0.136, 0.143], [-0.212, 0.295, -0.002], [-0.100, 0.107, -0.465], [0.252, 0.066, 0.147], [0.181, -0.054, -0.053], [-0.164, -0.112, -0.131], [0.028, -0.044, 0.434], [-0.140, 0.279, 0.339], [0.204, 0.003, -0.100], [-0.202, -0.083, -0.441], [0.161, -0.286, -0.077], [-0.154, -0.130, -0.192], [0.012, 0.304, -0.069], [0.094, -0.107, 0.284], [0.040, -0.264, 0.076], [-0.090, 0.097, -0.400], [0.259, 0.152, -0.052], [-0.201, 0.095, 0.087], [0.018, 0.062, 0.145], [0.209, -0.097, -0.054], [-0.185, -0.180, 0.036], [-0.976, 0.527, 0.082], [-1.558, -1.855, -1.815], [0.604, 0.621, 0.079], [-0.144, 0.397, -0.039], [0.299, -0.125, 0.296], [-0.117, 0.068, 0.345], [-0.028, -0.089, 0.217], [0.239, -0.107, -0.063], [-0.204, -0.012, -0.215], [-0.029, 0.668, 0.897], [-0.084, -0.087, 0.277], [0.223, 0.261, -0.151], [0.361, -0.052, 0.045], [0.192, 0.029, -0.080], [-0.052, 0.082, 0.050], [-0.065, -0.178, -0.128], [0.620, 0.080, 0.695], [0.266, -0.028, -0.163], [-0.157, 0.220, 0.303], [0.032, 0.423, -0.065], [-0.080, 0.164, 0.022], [-0.073, -0.135, 0.211], [-0.027, -0.092, -0.226], [0.000, -0.219, 0.184], [-0.404, 3.148, -1.700], [1.758, -0.414, 1.364], [-0.537, 0.249, -0.047], [-1.485, -2.111, 1.941], [-1.941, -2.587, -3.119], [0.060, -0.188, 0.171], [-0.019, -0.341, 0.043], [0.025, 0.118, 0.050]], "lowdin_charge": [-0.01, -0.23, -0.01, -0.12, 0.06, -0.12, 0.09, 0.03, -0.21, 0.01, -0.23, -0.32, -0.09, 0.02, 0.26, 0.90, 0.11, 0.12, 0.12, 0.12, 0.14, 0.15, 0.11, 0.05, -0.38, -0.13, 0.02, 0.10, 0.09, 0.06, 0.06, -0.36, -0.12, 0.05, 0.08, 0.09, 0.06, 0.08, -0.38, -0.13, 0.08, 0.09, 0.09, 0.07, 0.08, 0.31, 1.23, -0.38, -0.13, 0.07, 0.08, 0.08, 0.09, 0.08, -0.43, -0.13, 0.00, 0.08, 0.09, 0.08, 0.08, -0.37, -0.13, 0.08, 0.08, 0.08, 0.08, 0.08, 0.16, -0.15, 0.17, -0.14, 0.02, -0.06, 0.11, 0.12, 0.14]}